Record 1
Density functional theory data (ωB97M-V/def2-TZVPD) for a molecular structure, C2H12O6Pd at a distorted geometry.

Last column: Löwdin charge in e.
Positions of all 21 atoms, in Å:
H (-2.376234, 1.629600, 0.150947)  0.075
O (-2.072035, 0.723879, 0.208938)  -0.065
C (1.272531, 1.116677, 1.652344)  -0.339
H (-1.221325, -2.902411, 0.564692)  0.077
H (-1.599743, -0.269040, -2.640819)  0.064
H (1.007380, 1.663947, 2.556935)  0.068
O (0.852714, 1.419760, -0.955512)  -0.390
C (1.054813, 2.092329, 0.330221)  -0.322
O (1.544780, -1.855641, -0.571517)  -0.072
O (-1.603101, -2.106082, 0.195455)  -0.085
H (2.322492, -1.810537, -1.127725)  0.066
H (-0.184291, -0.554520, -3.095693)  0.073
H (2.321183, 0.972877, 1.912631)  0.068
O (0.660117, -0.182244, 1.725413)  -0.408
H (-2.703858, 0.294994, 0.786076)  0.060
O (-0.777307, -0.664891, -2.352465)  -0.086
H (0.292375, 2.842258, 0.540935)  0.063
H (1.877518, -2.123863, 0.284969)  0.054
Pd (-0.268694, -0.510169, -0.249936)  0.959
H (2.005766, 2.624925, 0.319441)  0.071
H (-2.405082, -2.401849, -0.235332)  0.072

Cartesian forces (eV/Å) of the 2 atoms listed first:
0.38 0.44 -0.16
-0.84 0.04 -0.10

Multiplicity   3
E   -662.5458 a.u.
Energy relative to the best compared isomer or geometry (same formula, charge and spin)   22.7 kcal/mol

***

Record 2
Density functional theory data (ωB97M-V/def2-TZVPD) for a molecular structure, C8H9CoI2NO7SSc at a distorted geometry.

Last column: Löwdin charge in e.
Positions of all 30 atoms, in Å:
O (-2.653748, -2.567712, -1.001971)  0.311
C (-2.012142, -1.860896, -0.305125)  0.008
Sc (0.628369, 0.672611, 1.566223)  0.455
C (-0.813727, 0.497447, -2.198865)  -0.074
H (-1.667123, -0.126612, -1.900700)  0.079
O (-2.320463, 1.577040, 0.370827)  0.306
S (0.938987, -0.931546, -0.534671)  0.886
O (-2.122712, 2.189349, 3.587706)  0.232
O (-1.408045, -1.722017, 3.420231)  0.308
C (1.636772, 0.663503, -2.691615)  -0.062
H (-0.407077, -2.130028, -2.943098)  0.104
Co (-0.856856, -0.983919, 0.632184)  0.111
H (1.359411, -1.954381, -3.315035)  0.119
C (-1.020340, -1.318191, 2.389364)  -0.056
C (-1.132813, 1.610875, 3.399600)  0.024
H (2.575451, 0.118231, -2.807549)  0.116
O (-0.431768, 0.973371, 5.278678)  0.144
H (1.815355, 1.497277, -2.011696)  0.022
O (0.757148, -0.864132, 5.237490)  0.221
I (2.781318, 2.347050, 0.706638)  0.865
C (0.502647, -0.251930, -2.234676)  -0.800
N (0.378532, 0.163561, 4.719328)  -0.437
I (3.767886, 0.158982, 2.155527)  1.076
C (0.403082, -1.431994, -3.209846)  -0.028
H (1.348829, 1.078848, -3.670183)  0.144
O (0.960147, 0.513545, 3.578265)  -0.315
H (-0.715797, 1.377853, -1.590964)  0.072
C (-1.458458, 0.865285, 0.804211)  -0.126
H (-0.970084, 0.825142, -3.246206)  0.151
H (0.137218, -0.986602, -4.184071)  0.143

Cartesian forces (eV/Å) of the 2 atoms listed first:
3.99 4.54 4.39
-8.22 -7.94 -7.20

Multiplicity   5
E   -4026.6121 a.u.
Energy relative to the best compared isomer or geometry (same formula, charge and spin)   10.6 kcal/mol
Charge   +4

***

Record 3
Density functional theory data (ωB97M-V/def2-TZVPD) for a molecular structure, C2H4N6 at a distorted geometry.

Last column: Löwdin charge in e.
Positions of all 12 atoms, in Å:
C (2.219421, 0.508838, 0.168552)  -0.246
N (0.377893, 0.005581, -0.142941)  -0.237
H (3.029407, 1.098356, -0.034525)  0.075
H (-0.946161, 1.545516, -0.909474)  0.210
H (-3.708213, -0.472741, 0.957379)  0.139
H (-3.059397, 1.212623, 0.123083)  0.196
C (-0.957756, 0.355052, -0.265494)  -0.225
N (-3.106276, -0.059536, 0.145919)  -0.057
N (0.939072, -1.078720, -0.086461)  0.055
N (-1.896555, -0.403068, -0.090340)  -0.100
N (2.201448, -0.829106, 0.068145)  0.050
N (1.072186, 1.140979, 0.169277)  0.141

Cartesian forces (eV/Å) of the 2 atoms listed first:
1.20 0.63 0.41
-4.19 4.77 0.98

E   -406.9305 a.u.
Energy relative to the best compared isomer or geometry (same formula, charge and spin)   117.0 kcal/mol

***

Record 4
Density functional theory data (ωB97M-V/def2-TZVPD) for 6 unconnected molecules or ions with the total composition C27H42BN2O10S2 at a distorted geometry.

Last column: Löwdin charge in e.
Positions of all 84 atoms, in Å:
O (-3.115141, 6.001948, -0.407899)  0.031
C (1.936662, -4.082213, 2.494603)  -0.068
C (2.486255, 1.474162, -0.696439)  -0.289
C (-3.028948, 2.811258, -5.709995)  -0.087
C (-2.230492, 0.470070, -1.100615)  -0.099
C (-1.228223, -1.601694, -1.553998)  -0.090
S (0.056328, 2.870743, -0.032415)  0.782
H (-0.769718, -3.476925, 1.872232)  0.120
O (1.630417, -6.469129, 2.734598)  0.087
H (0.579543, -1.351668, 0.092864)  0.108
H (-3.983147, 3.334037, -5.774704)  0.125
C (3.194388, 1.599985, 5.033083)  -0.171
H (-2.920140, 2.102270, -6.534290)  0.132
C (-2.847577, 2.143478, -4.363334)  -0.169
H (2.258310, 1.282110, 0.406705)  0.066
H (3.758931, 2.053226, 5.850462)  0.112
H (4.129562, -1.794580, -0.878597)  -0.024
H (-0.826453, 1.385324, -4.622298)  0.137
N (-2.337107, -0.721257, -1.902141)  -0.007
H (-1.089707, 2.268055, -3.101718)  0.090
H (3.534145, 0.240557, -2.351272)  0.078
C (2.790188, 0.102620, -1.478640)  -0.294
C (-1.876977, 3.780046, -5.740718)  -0.483
O (-1.759627, 4.710262, -6.498868)  0.097
H (2.131176, 1.791391, 5.210892)  0.116
H (-2.703853, -5.735296, -2.596049)  0.128
H (-3.588758, 4.472837, 2.347673)  0.131
O (-3.329915, 3.748641, -0.250553)  0.085
C (1.174967, -5.351785, 2.765316)  -0.485
H (-2.584886, 7.010613, 2.673962)  0.117
H (-2.054235, -6.306761, -0.411435)  0.122
H (-1.068995, -3.322337, 3.618404)  0.123
O (-0.493833, -4.360052, -3.360720)  0.100
H (0.477654, -7.651222, -1.448061)  0.128
H (1.095558, -2.061032, 2.556784)  0.080
B (3.531689, -0.901795, -0.366948)  -0.487
H (-3.339886, 7.958195, 0.235161)  0.124
C (1.004340, -3.027836, 3.049277)  -0.183
H (2.720883, -0.466012, 5.486292)  0.123
N (-1.049912, 0.267012, -0.257731)  -0.182
H (1.206088, -2.883760, 4.115880)  0.119
C (-1.746573, -6.252572, -2.533961)  -0.083
C (-0.553982, 1.268085, 0.708677)  -0.982
S (-0.506942, 1.025914, 2.365117)  0.616
C (-3.151524, 6.540812, 1.868086)  -0.168
O (3.248618, 1.085504, 2.752835)  0.008
C (-1.547529, -6.899779, -1.179364)  -0.164
H (2.896045, -4.082227, 3.010587)  0.131
H (0.226253, -6.747336, 0.062276)  0.121
O (0.340165, -5.606441, -1.663707)  0.037
H (-2.882689, 1.399632, -1.088178)  0.112
H (3.465510, 2.085257, -0.723726)  0.112
H (-3.232356, 1.123174, -4.323128)  0.115
H (-1.927662, -7.921245, -1.120499)  0.116
O (-0.134197, -5.072721, 3.014280)  0.012
O (-0.948512, 3.435810, -4.810184)  0.033
C (-2.900832, 5.053705, 1.733740)  -0.081
H (1.799708, 3.361764, -1.672434)  0.083
C (3.424461, 0.111041, 4.886124)  -0.079
C (-2.780369, 7.058553, 0.497834)  -0.166
C (-3.153702, 4.822143, 0.269361)  -0.484
H (3.045014, 3.036493, 3.412665)  0.126
C (-0.353581, -0.984337, -0.445892)  -0.006
H (-4.215401, 6.718248, 2.056119)  0.119
H (4.453908, -0.167990, 5.123169)  0.132
C (-0.050950, -6.808816, -0.991625)  -0.155
H (0.812492, 1.893696, -2.250354)  0.059
H (4.662780, 2.320837, 3.596568)  0.128
C (-0.353732, -3.663120, 2.867234)  -0.159
H (2.078192, -3.973762, 1.416124)  0.142
C (3.184594, -0.101236, 3.414984)  -0.459
H (-0.982679, -2.613075, -2.007564)  0.070
H (-3.359358, 2.727913, -3.591568)  0.119
H (2.757270, -1.254382, 0.480226)  -0.028
C (1.313823, 2.364305, -1.343100)  -0.441
O (2.998700, -1.160798, 2.879997)  0.088
C (3.588419, 2.125922, 3.672120)  -0.163
H (-1.710345, 7.268392, 0.408411)  0.129
H (-1.643048, -6.972666, -3.349215)  0.131
H (1.866122, -0.406243, -1.921593)  0.059
C (-0.599997, -5.279571, -2.590124)  -0.482
C (-1.354793, 2.223921, -4.159217)  -0.164
H (-1.864416, 4.792668, 1.961841)  0.126
H (4.323575, -0.188970, 0.202287)  -0.004

Cartesian forces (eV/Å) of the 2 atoms listed first:
-0.15 -0.41 0.00
-0.12 0.30 0.35

E   -2737.1043 a.u.
Charge   -1